1.
Density functional theory data (the ωB97M-V functional and the def2-TZVPD basis) for a 2-piece molecular cluster, CH5NO2P overall at a distorted geometry.

Output
- E_HOMO: -3.5 eV
- ΔE to the lowest compared entry with this formula, charge and spin: 430.9 kJ/mol
- Net charge: -1
- Spin multiplicity: 1
- LUMO: 4.66 eV

Each line ends with the Mulliken charge.
Geometry (Å):
C (-0.9822, 0.0665, -2.0232)  -0.634
N (0.8556, -1.0386, 1.5432)  -0.485
O (-0.1361, 1.5311, 0.1429)  -0.572
O (0.7113, 0.1490, 2.3248)  -0.455
P (-0.7025, 1.6172, -1.3134)  -0.266
H (0.5318, 0.8612, 1.6463)  0.442
H (-1.0247, -0.7675, -1.3259)  0.155
H (-1.0928, -0.2316, -3.0201)  0.311
H (0.0903, -0.9764, 0.9331)  0.293
H (1.7494, -1.2109, 1.0922)  0.211



2.
Density functional theory data (the ωB97M-V functional and the def2-TZVPD basis) for a 8-piece molecular cluster, C12H40N12O8 overall at a distorted geometry.

Output
- E_HOMO: -9.1 eV
- SMILES string: NC(N)=O.NC(N)=O.NC(N)=O.NC(N)=O.NC(N)=O.NC(N)=O.CC(C)O.CC(C)O
- ΔE to the lowest compared entry with this formula, charge and spin: 127.0 kJ/mol
- Spin multiplicity: 1
- LUMO: 0.33 eV

Each line ends with the Mulliken charge.
Geometry (Å):
N (4.1526, -1.1808, 11.0271)  -0.247
C (4.5531, -0.9782, 12.3115)  0.511
N (3.6479, -1.4402, 13.2072)  -0.299
O (5.5994, -0.4006, 12.5920)  -0.708
H (4.7100, -0.6892, 10.3512)  0.137
H (3.4343, -1.7967, 10.6935)  0.280
H (3.8220, -1.2609, 14.1782)  0.202
H (2.8978, -2.0295, 12.8972)  0.224
N (2.2136, -9.3241, 13.0499)  -0.420
C (3.2898, -9.6448, 12.2276)  0.612
N (3.2268, -10.9198, 11.8094)  -0.467
O (4.1018, -8.8333, 11.7961)  -0.778
H (2.2528, -8.3745, 13.3915)  0.255
H (1.6915, -10.0474, 13.5017)  0.198
H (4.1162, -11.3911, 11.7501)  0.237
H (2.3879, -11.4613, 11.8956)  0.182
N (4.6558, -1.5475, 7.5417)  -0.316
C (3.7944, -2.5970, 7.4865)  0.558
N (3.1839, -2.6113, 6.2711)  -0.463
O (3.3810, -3.2428, 8.4492)  -0.608
H (5.2376, -1.3794, 8.3437)  0.141
H (4.7017, -0.8763, 6.8039)  0.144
H (2.4284, -3.2604, 6.1279)  0.239
H (3.4283, -1.9862, 5.5315)  0.124
N (0.4399, -1.8332, 9.2645)  -0.406
C (-0.0188, -3.0382, 9.7151)  0.621
N (0.9360, -4.0036, 9.6645)  -0.064
O (-1.2199, -3.2877, 9.8361)  -0.685
H (1.3856, -1.7580, 8.9367)  0.173
H (-0.3049, -1.3066, 8.8380)  0.211
H (1.8561, -3.7378, 9.3498)  0.123
H (0.6904, -4.9436, 9.9114)  0.163
N (8.3525, -3.0112, 8.1670)  -0.448
C (7.2967, -3.8481, 8.0784)  0.719
N (7.0072, -4.4600, 9.2502)  -0.280
O (6.6691, -4.0227, 7.0317)  -0.656
H (8.6156, -2.4324, 7.3912)  0.231
H (8.7112, -2.8197, 9.0823)  0.146
H (6.1378, -4.9613, 9.3178)  0.093
H (7.4551, -4.1544, 10.0918)  0.208
N (3.7211, -6.3481, 12.8456)  -0.005
C (3.5431, -5.3008, 11.9880)  0.433
N (3.7281, -5.6869, 10.6956)  0.080
O (3.4171, -4.1249, 12.3260)  -0.645
H (4.1657, -7.1883, 12.4786)  0.389
H (3.6160, -6.0880, 13.8170)  -0.050
H (3.8570, -4.8765, 10.1060)  -0.172
H (3.6855, -6.6502, 10.4193)  0.145
C (4.7909, -8.7495, 8.8134)  -1.049
C (5.2904, -8.2271, 7.4649)  0.439
C (6.8502, -8.2267, 7.3743)  -1.145
O (4.9864, -9.2464, 6.4887)  -0.584
H (3.7316, -9.0206, 8.8330)  0.399
H (5.0792, -8.0644, 9.6076)  0.003
H (5.1594, -9.7462, 9.0811)  0.432
H (4.8448, -7.2785, 7.1762)  0.260
H (7.1884, -7.5537, 6.5875)  0.302
H (7.3871, -9.1677, 7.2715)  0.315
H (7.2010, -7.8239, 8.3341)  0.288
H (5.1330, -10.1043, 6.8910)  0.331
C (4.5552, -7.7752, 15.7995)  -1.059
C (4.6801, -6.3149, 16.2375)  0.292
C (5.8189, -5.5684, 15.6030)  -1.116
O (3.3648, -5.8089, 15.8965)  -0.594
H (3.5704, -8.1515, 16.0723)  0.311
H (5.3289, -8.3825, 16.2751)  0.451
H (4.6470, -7.9619, 14.7279)  0.013
H (4.7220, -6.4148, 17.3256)  0.433
H (5.8642, -5.7152, 14.5193)  0.188
H (6.8378, -5.8387, 15.8830)  0.383
H (5.7065, -4.4852, 15.6840)  0.356
H (3.1631, -5.0481, 16.4510)  0.288



3.
Density functional theory data (the ωB97M-V functional and the def2-TZVPD basis) for C21H28N6ORuS as an isolated structure at a distorted geometry.

Output
- E_HOMO (alpha / beta): -18.2 / -18.2 eV
- ΔE to the lowest compared entry with this formula, charge and spin: 92.3 kJ/mol
- Net charge: +3
- Spin multiplicity: 2
- LUMO (alpha / beta): -9.59 / -10.26 eV

Each line ends with the Mulliken charge.
Geometry (Å):
Ru (-0.1240, -0.3544, -0.4537)  0.290
C (1.4774, -0.6842, 2.1870)  -1.211
N (0.0951, -0.2927, 1.8430)  0.866
C (-0.9112, -1.2154, 2.4061)  -1.111
C (-2.1702, -1.0994, 1.6130)  0.705
C (-3.4390, -1.1466, 2.1537)  -0.948
C (-4.5363, -1.1670, 1.3013)  -0.465
C (-4.3287, -1.1365, -0.0703)  -1.123
C (-3.0341, -1.0580, -0.5440)  -0.687
N (-1.9732, -1.0300, 0.2866)  1.072
C (-0.2194, 1.0789, 2.3049)  -1.059
C (0.2118, 2.1100, 1.3341)  0.544
C (0.4852, 3.4155, 1.7014)  -1.204
C (0.7598, 4.3452, 0.7125)  -0.477
C (0.7765, 3.9334, -0.6139)  -1.186
C (0.5271, 2.6082, -0.9002)  -0.484
N (0.2319, 1.7114, 0.0609)  0.948
C (2.4344, -0.2112, 1.1453)  0.894
C (3.7226, 0.2046, 1.4165)  -1.106
C (4.5713, 0.5005, 0.3575)  -0.535
C (4.1016, 0.3825, -0.9436)  -1.097
C (2.7959, -0.0186, -1.1387)  -0.571
N (1.9829, -0.3213, -0.1105)  0.852
H (1.5283, -1.7743, 2.2281)  0.512
H (1.7618, -0.3164, 3.1756)  0.291
H (-1.0986, -1.0180, 3.4647)  0.371
H (-0.5346, -2.2368, 2.3279)  0.507
H (-3.5659, -1.1824, 3.2277)  0.548
H (-5.5386, -1.2122, 1.7071)  0.477
H (-5.1557, -1.1682, -0.7658)  0.496
H (-2.8214, -1.0241, -1.6043)  0.688
H (0.2265, 1.2565, 3.2864)  0.493
H (-1.3027, 1.1616, 2.4279)  0.452
H (0.4720, 3.7009, 2.7450)  0.553
H (0.9631, 5.3758, 0.9728)  0.475
H (0.9816, 4.6286, -1.4157)  0.502
H (0.5668, 2.2395, -1.9135)  0.690
H (4.0650, 0.2803, 2.4400)  0.558
H (5.5908, 0.8101, 0.5474)  0.477
H (4.7361, 0.5976, -1.7919)  0.523
H (2.3784, -0.1111, -2.1338)  0.747
C (-0.5155, -3.7812, -0.5017)  -0.940
S (0.3071, -2.5536, -1.5441)  0.269
C (1.9935, -3.1737, -1.4453)  -1.033
H (-0.5738, -4.7215, -1.0470)  0.511
H (-1.5204, -3.4337, -0.2877)  0.198
H (0.0483, -3.9267, 0.4184)  0.293
H (2.3818, -3.1183, -0.4302)  0.293
H (2.6178, -2.5950, -2.1209)  0.372
H (1.9645, -4.2090, -1.7811)  0.464
N (-2.3477, 1.8551, -2.4501)  -0.298
C (-1.4086, 1.0831, -3.0108)  0.578
N (-1.2173, 1.1435, -4.3253)  -0.388
O (-0.6890, 0.3025, -2.3172)  -0.391
H (-2.9110, 2.4932, -2.9891)  0.235
H (-2.4617, 1.8543, -1.4526)  0.112
H (-1.7939, 1.7067, -4.9299)  0.207
H (-0.5641, 0.5121, -4.7597)  0.254



4.
Density functional theory data (the ωB97M-V functional and the def2-TZVPD basis) for a 2-piece molecular cluster, C6H10O overall at a distorted geometry.

Output
- E_HOMO: -8.8 eV
- ΔE to the lowest compared entry with this formula, charge and spin: 238.5 kJ/mol
- Spin multiplicity: 1
- LUMO: 0.41 eV

Each line ends with the Mulliken charge.
Geometry (Å):
O (1.5406, -0.2799, 1.2666)  -0.561
C (1.3219, -0.4595, -0.1373)  -0.169
C (0.1254, -1.3610, -0.4502)  -0.488
C (-1.2092, -0.7447, -0.0243)  -0.556
C (-1.1817, 0.7576, 0.1131)  -0.547
C (-0.0958, 1.5465, -0.4502)  -0.338
C (1.1082, 0.9730, -0.5383)  -0.427
H (0.5914, 0.2066, 1.7041)  0.307
H (2.2201, -0.8856, -0.6300)  0.404
H (0.2500, -2.3325, 0.0422)  0.271
H (0.1060, -1.5419, -1.5313)  0.320
H (-1.5279, -1.1170, 0.9524)  0.260
H (-2.0087, -1.0353, -0.7114)  0.347
H (-2.1719, 1.2053, 0.0307)  0.375
H (-0.8229, 0.8670, 1.5406)  0.135
H (-0.2418, 2.6237, -0.5023)  0.345
H (1.9964, 1.5776, -0.6745)  0.323



5.
Density functional theory data (the ωB97M-V functional and the def2-TZVPD basis) for one molecule with the formula C30H33N3 at a distorted geometry.

Output
- E_HOMO: -7.1 eV
- SMILES string: C[C@](C#N)(c1ccccc1)C(c1ccc(N2CCCC2)cc1)c1ccc(N2CCCC2)cc1
- Spin multiplicity: 1
- LUMO: 0.76 eV

Each line ends with the Mulliken charge.
Geometry (Å):
C (-0.4329, -2.2269, 2.6434)  -2.018
C (-0.4393, -0.7275, 2.2436)  3.434
C (0.9673, -0.2670, 2.2375)  -0.747
N (2.1044, -0.0019, 2.3175)  -0.714
C (-1.2175, 0.0309, 3.3562)  -0.685
C (-2.5476, -0.3189, 3.6293)  -0.634
C (-3.2468, 0.3391, 4.6463)  -0.770
C (-2.6765, 1.4441, 5.2936)  -0.446
C (-1.3790, 1.8410, 4.9725)  -0.622
C (-0.6140, 1.0594, 4.0891)  0.009
C (-1.0168, -0.5264, 0.8485)  0.831
C (-0.8421, 0.8872, 0.2801)  -0.718
C (-0.7427, 1.1143, -1.1080)  -0.889
C (-0.5539, 2.3897, -1.6272)  -1.046
C (-0.4673, 3.5144, -0.7613)  1.276
N (-0.2599, 4.7778, -1.2337)  0.065
C (0.0773, 5.8888, -0.3636)  -0.697
C (0.2808, 7.0928, -1.2914)  -0.630
C (-0.3460, 6.6969, -2.6347)  -0.621
C (-0.4878, 5.1672, -2.6141)  -0.664
C (-0.6252, 3.2907, 0.6292)  -0.680
C (-0.9203, 2.0194, 1.0910)  -0.519
C (-0.3684, -1.5526, -0.0789)  -0.766
C (-1.0791, -2.6522, -0.5778)  -0.763
C (-0.4248, -3.6309, -1.3081)  -0.767
C (0.9760, -3.5492, -1.5185)  1.403
N (1.6473, -4.5697, -2.1273)  0.098
C (3.0918, -4.6693, -2.1361)  -0.681
C (3.4073, -6.0366, -2.7721)  -0.606
C (2.0903, -6.5539, -3.3627)  -0.618
C (0.9744, -5.6832, -2.7672)  -0.728
C (1.6728, -2.4022, -1.0727)  -1.385
C (0.9877, -1.4150, -0.3842)  0.043
H (-1.4333, -2.6624, 2.5299)  0.361
H (0.2888, -2.8033, 2.0451)  0.442
H (-0.1253, -2.2970, 3.6945)  0.481
H (-3.0296, -1.1202, 3.0525)  0.309
H (-4.2365, -0.0171, 4.9394)  0.370
H (-3.2538, 2.0038, 6.0362)  0.379
H (-0.9338, 2.7336, 5.4154)  0.404
H (0.4336, 1.3174, 3.9169)  0.357
H (-2.0992, -0.7376, 0.8996)  0.871
H (-0.8088, 0.2709, -1.7979)  0.424
H (-0.4510, 2.5328, -2.7049)  0.294
H (-0.7419, 6.0902, 0.3457)  0.290
H (0.9760, 5.6733, 0.2361)  0.358
H (-0.1812, 7.9863, -0.8703)  0.324
H (1.3520, 7.2764, -1.4072)  0.277
H (-1.3413, 7.1405, -2.7275)  0.287
H (0.2547, 7.0189, -3.4851)  0.317
H (0.2403, 4.6818, -3.2840)  0.274
H (-1.4885, 4.8572, -2.9569)  0.348
H (-0.5597, 4.1180, 1.3362)  0.390
H (-1.2472, 1.9290, 2.1191)  0.549
H (-2.1475, -2.7363, -0.3672)  0.371
H (-0.9850, -4.4842, -1.6872)  0.368
H (3.5105, -4.6005, -1.1180)  0.359
H (3.5416, -3.8496, -2.7212)  0.272
H (3.7653, -6.7128, -1.9892)  0.277
H (4.1869, -5.9387, -3.5312)  0.311
H (2.0861, -6.4398, -4.4497)  0.279
H (1.9153, -7.6026, -3.1200)  0.310
H (0.2738, -5.3308, -3.5418)  0.342
H (0.3766, -6.2492, -2.0336)  0.323
H (2.7417, -2.2864, -1.2529)  0.338
H (1.5306, -0.5320, -0.0585)  0.599



6.
Density functional theory data (the ωB97M-V functional and the def2-TZVPD basis) for one molecule with the formula C4H6N2S at a distorted geometry.

Output
- E_HOMO: -9.2 eV
- SMILES string: [H]/N=C1\S[C@@H]1/N=C/C
- ΔE to the lowest compared entry with this formula, charge and spin: 296.8 kJ/mol
- Spin multiplicity: 1
- LUMO: 0.69 eV

Each line ends with the Mulliken charge.
Geometry (Å):
H (1.6429, -2.4498, 1.1730)  0.249
N (1.2124, -1.9756, 0.3663)  -0.546
C (1.6665, -1.0418, -0.2767)  0.266
S (2.6803, 0.4034, -0.4938)  -0.153
C (1.0706, -0.1800, -1.2786)  -0.168
N (-0.1937, 0.2520, -0.9755)  -0.538
C (-0.6076, 0.6753, 0.1464)  0.300
C (-1.9983, 0.9117, 0.6493)  -1.229
H (1.3141, -0.3374, -2.4239)  0.436
H (0.2370, 0.9163, 0.8003)  0.368
H (-2.1140, 1.7990, 1.3359)  0.291
H (-2.2460, 0.0300, 1.0827)  0.333
H (-2.6640, 0.9969, -0.1055)  0.390



7.
Density functional theory data (the ωB97M-V functional and the def2-TZVPD basis) for C18H20BiBrN4O2STe4 as an isolated structure.

Output
- E_HOMO: -7.3 eV
- ΔE to the lowest compared entry with this formula, charge and spin: 0.0 kJ/mol
- Spin multiplicity: 1
- LUMO: -0.40 eV

Each line ends with the Mulliken charge.
Geometry (Å):
Bi (-0.9347, -0.0680, -0.2445)  0.453
O (-1.2427, 3.9892, 1.9298)  -0.693
C (-0.2104, 4.6259, 1.3352)  0.406
C (-0.0757, 5.9971, 1.5563)  -0.535
C (0.9614, 6.7035, 0.9763)  -0.355
C (1.8848, 6.0594, 0.1568)  -0.737
C (1.7460, 4.6999, -0.0621)  -0.369
C (0.7144, 3.9681, 0.5216)  -0.065
C (0.6434, 2.4747, 0.2923)  0.385
O (-0.6205, 1.9624, 0.5632)  -0.572
N (1.6645, 1.8562, 1.1342)  0.115
N (1.7911, 0.5391, 1.0362)  -0.366
C (2.4865, -0.1021, 1.8941)  -0.668
C (2.6627, -1.5494, 1.8355)  0.462
Br (1.5086, -2.4827, 0.6358)  -0.184
C (3.4752, -2.2804, 2.6001)  -0.830
C (4.4939, -1.7518, 3.5347)  0.515
C (4.7277, -2.4223, 4.7358)  -0.448
C (5.6872, -1.9721, 5.6289)  -0.498
C (6.4441, -0.8470, 5.3305)  -0.435
C (6.2394, -0.1835, 4.1284)  -0.546
C (5.2778, -0.6354, 3.2352)  -0.449
H (-1.2996, 3.0857, 1.5443)  0.350
H (-0.8074, 6.4852, 2.1881)  0.425
H (1.0469, 7.7683, 1.1566)  0.372
H (2.6962, 6.6093, -0.3015)  0.391
H (2.4548, 4.1758, -0.6955)  0.391
H (0.9389, 2.2650, -0.7464)  0.235
H (1.9999, 2.3512, 1.9510)  0.397
H (2.9562, 0.4076, 2.7355)  0.502
H (3.3800, -3.3583, 2.5572)  0.382
H (4.1368, -3.2991, 4.9744)  0.397
H (5.8472, -2.5007, 6.5602)  0.372
H (7.1971, -0.4963, 6.0255)  0.379
H (6.8396, 0.6823, 3.8780)  0.376
H (5.1504, -0.1355, 2.2835)  0.579
Te (-1.5827, -1.0085, 2.3117)  0.052
Te (-4.2691, -0.5668, 2.4158)  -0.062
Te (-4.2982, 1.7757, 1.1155)  -0.166
Te (-3.4865, 0.6588, -1.2054)  -0.128
C (0.6485, -0.9386, -4.7105)  -1.127
N (-0.2630, -1.3362, -3.6536)  -0.062
C (-0.0644, -2.3689, -2.8228)  0.351
N (1.1030, -3.0217, -2.9407)  -0.374
S (-1.2230, -2.8112, -1.6684)  -0.334
H (0.1983, -0.1221, -5.2660)  0.334
H (0.8425, -1.7606, -5.4034)  0.372
H (1.5950, -0.5817, -4.2996)  0.347
H (-1.1947, -0.9562, -3.6399)  0.255
H (1.8500, -2.6832, -3.5217)  0.172
H (1.3233, -3.6983, -2.2305)  0.237



8.
Density functional theory data (the ωB97M-V functional and the def2-TZVPD basis) for a 2-piece molecular cluster, C4H13N3 overall.

Output
- E_HOMO: -8.8 eV
- SMILES string: N/C=C/N.CNC
- ΔE to the lowest compared entry with this formula, charge and spin: 157.1 kJ/mol
- Spin multiplicity: 1
- LUMO: 1.03 eV

Each line ends with the Mulliken charge.
Geometry (Å):
N (0.4499, -2.3839, 2.1159)  -0.559
C (1.5269, -1.4521, 1.9295)  -0.105
C (1.3372, -0.2290, 1.4635)  -0.312
N (2.4150, 0.6998, 1.3161)  -0.618
H (0.0566, -2.2745, 3.0495)  0.223
H (0.8464, -3.3182, 2.0746)  0.273
H (2.5346, -1.7570, 2.1981)  0.308
H (0.3348, 0.1237, 1.2242)  0.280
H (2.3625, 1.3826, 2.0573)  0.236
H (2.3051, 1.2489, 0.4773)  0.279
C (-2.5834, 0.4986, -2.8819)  -0.835
N (-1.9131, 0.7948, -1.6127)  -0.377
C (-0.8621, 1.7908, -1.7732)  -0.788
H (-3.1310, 1.3936, -3.1901)  0.280
H (-1.8605, 0.2310, -3.6630)  0.295
H (-3.3199, -0.2883, -2.7362)  0.319
H (-1.5449, -0.0742, -1.2461)  0.235
H (-0.1405, 1.5596, -2.5652)  0.296
H (-0.3512, 1.9111, -0.8187)  0.243
H (-1.3652, 2.7331, -1.9958)  0.328